Entry 1:
{
  "formula": "C13H46O10",
  "method": "the ωB97M-V functional and the def2-TZVPD basis",
  "homo_energy_ev": -9.682,
  "homo_lumo_gap_ev": 10.207,
  "fmax_ev_per_a": 4.30,
  "smiles": "CCO.CCO.CCO.CO.CO.CO.CO.CO.CO.CO",
  "relative_energy_kcal_mol": 96.7,
  "species": ["C", "C", "O", "H", "H", "H", "H", "H", "H", "C", "C", "O", "H", "H", "H", "H", "H", "H", "C", "C", "O", "H", "H", "H", "H", "H", "H", "C", "O", "H", "H", "H", "H", "C", "O", "H", "H", "H", "H", "C", "O", "H", "H", "H", "H", "C", "O", "H", "H", "H", "H", "C", "O", "H", "H", "H", "H", "C", "O", "H", "H", "H", "H", "C", "O", "H", "H", "H", "H"],
  "xyz": [[-0.9970, 3.4818, -3.5633], [-0.2636, 3.9300, -2.2962], [-0.9341, 3.3465, -1.2023], [-0.5444, 3.9312, -4.4439], [-1.9728, 3.8063, -3.7003], [-1.0595, 2.3823, -3.7062], [-0.1571, 5.0340, -2.1842], [0.7568, 3.5141, -2.2745], [-0.9492, 2.3564, -1.3273], [2.7275, -4.2119, 0.2527], [2.4707, -2.7580, 0.6141], [1.1131, -2.5959, 0.9423], [3.8105, -4.2380, 0.0530], [2.1527, -4.4346, -0.6819], [2.5703, -5.0269, 1.0056], [2.6854, -2.2311, -0.2726], [3.1097, -2.3118, 1.3620], [1.1221, -1.7944, 1.5085], [-2.3448, 1.6129, 1.2399], [-3.1532, 1.5848, 2.4761], [-4.4648, 2.1953, 2.2257], [-1.3009, 1.6880, 1.3927], [-2.6352, 2.5064, 0.7175], [-2.5495, 0.8291, 0.5723], [-2.6440, 2.2055, 3.2445], [-3.2766, 0.6220, 2.9298], [-5.0317, 1.9393, 2.9645], [2.4176, 3.6837, 0.4430], [1.5622, 2.7209, 1.0483], [3.2022, 3.0698, 0.0136], [2.8253, 4.4347, 1.0888], [1.9217, 4.0390, -0.4880], [0.7593, 3.1755, 1.2979], [4.4340, 0.2854, -0.0567], [4.6281, 0.1793, 1.3208], [3.4094, 0.2108, -0.4068], [4.9999, -0.5732, -0.4329], [4.7676, 1.1764, -0.5058], [3.7316, 0.0757, 1.7237], [-1.9040, -1.9268, 1.6341], [-3.3148, -2.0278, 1.4172], [-1.6869, -1.6351, 2.7262], [-1.3362, -1.1974, 1.0306], [-1.4997, -2.9447, 1.4210], [-3.6111, -2.9126, 1.7163], [-3.6283, -0.8618, -2.3492], [-2.5787, -1.3451, -1.4884], [-4.3107, -1.6610, -2.5495], [-3.2050, -0.5650, -3.3082], [-4.1359, -0.0007, -1.9097], [-2.9062, -1.7840, -0.7024], [0.4384, 0.2603, -1.0831], [-0.7356, 0.5957, -1.8538], [0.8968, -0.7027, -1.4323], [0.1904, 0.1018, -0.0360], [1.2289, 0.9842, -1.2480], [-1.3775, -0.0788, -1.7485], [-0.2825, -3.9948, -1.9069], [-0.6776, -4.0981, -0.5457], [-1.2110, -3.9366, -2.4888], [0.4037, -4.7784, -2.1843], [0.2435, -3.0384, -1.9995], [0.0350, -3.7365, -0.0317], [1.1702, 0.0358, 2.9389], [2.0520, 0.1597, 1.8046], [1.1345, -0.9099, 3.3176], [0.0799, 0.3315, 2.6738], [1.5723, 0.7109, 3.7192], [2.0564, 1.1154, 1.5721]],
  "forces_ev_per_angstrom": [[1.9, -0.4, -0.9], [-0.2, -1.1, -0.4], [-0.3, -0.4, 1.1], [0.6, -0.2, -0.3], [-2.1, 0.9, 0.7], [0.5, 0.6, 0.4], [-0.5, -0.8, 0.0], [0.0, 0.3, -0.5], [0.0, 1.1, -0.2], [0.7, -0.5, -0.1], [-0.1, -1.4, 0.2], [-0.3, 1.2, 1.2], [-0.3, -0.3, -0.4], [0.6, -0.1, 0.8], [-0.3, 1.1, -0.4], [0.3, 1.0, -1.3], [0.3, -0.3, 0.5], [-0.6, -0.6, -0.8], [-0.8, 0.9, -0.4], [-0.7, 1.5, 1.4], [0.8, -0.8, 0.2], [1.2, -0.1, 0.4], [0.0, 0.6, -0.3], [-0.3, -1.3, -0.8], [-0.2, -0.2, -0.3], [-0.1, -0.8, 0.0], [0.1, 0.1, -0.2], [-0.3, -1.4, -2.2], [0.1, 0.3, 0.6], [0.6, 0.1, 0.3], [-0.1, 0.4, 0.4], [0.1, 0.6, 0.9], [-0.5, 0.0, 0.0], [0.2, -2.0, -0.3], [-0.9, 0.6, 1.1], [-0.5, -0.4, 0.3], [-0.1, 0.3, -0.9], [1.0, 1.4, -0.2], [0.9, 0.1, -0.2], [0.8, -1.3, 1.8], [-0.1, 0.2, -0.3], [-0.3, -0.5, -1.4], [-1.0, -0.2, -0.2], [0.2, 1.0, 0.3], [0.5, 0.9, -0.3], [0.5, 0.0, 0.6], [0.3, 0.5, -1.0], [-0.7, -0.4, -0.1], [0.3, 0.0, 0.2], [-0.1, -0.1, 0.0], [-0.5, -0.1, 0.3], [-0.2, -1.6, -1.0], [2.4, 1.7, 0.1], [-0.5, 0.5, 0.1], [0.1, 0.4, 0.1], [-0.3, 0.5, 0.2], [-1.2, -1.5, 0.5], [-0.5, 1.2, 0.8], [-0.7, -0.8, -0.5], [0.5, -0.3, -0.2], [0.0, -0.6, -0.4], [0.0, 0.0, -0.5], [0.4, 0.4, 0.7], [-0.8, 4.1, -1.1], [-0.9, -0.3, 0.6], [0.3, -2.8, 0.8], [1.7, -0.3, 0.3], [-0.6, -0.3, -0.1], [-0.3, -0.2, -0.1]],
  "nbo_charge": [-0.6440, -0.0553, -0.7767, 0.1991, 0.2090, 0.2220, 0.1768, 0.1427, 0.5018, -0.6363, -0.0657, -0.7583, 0.2160, 0.2082, 0.2171, 0.1575, 0.1780, 0.4930, -0.6468, -0.0614, -0.7294, 0.1979, 0.2458, 0.2113, 0.1475, 0.1668, 0.4647, -0.2589, -0.7535, 0.1846, 0.1823, 0.1843, 0.4909, -0.2517, -0.7568, 0.1575, 0.1687, 0.1580, 0.4917, -0.2765, -0.7509, 0.1515, 0.1924, 0.2056, 0.4815, -0.2542, -0.7736, 0.1763, 0.1867, 0.1788, 0.5071, -0.2541, -0.7724, 0.1680, 0.1687, 0.1859, 0.5040, -0.2489, -0.7600, 0.1881, 0.1585, 0.1597, 0.4903, -0.2680, -0.7905, 0.1805, 0.1731, 0.1903, 0.5236]
}

=====

Entry 2:
{
  "formula": "C13H48N2O11",
  "method": "the ωB97M-V functional and the def2-TZVPD basis",
  "homo_energy_ev": -9.167,
  "homo_lumo_gap_ev": 9.042,
  "fmax_ev_per_a": 9.54,
  "smiles": "NC(N)=O.CCO.CCO.CO.CO.CO.CO.CO.CO.CO.CO",
  "relative_energy_kcal_mol": 184.8,
  "species": ["N", "C", "N", "O", "H", "H", "H", "H", "C", "C", "O", "H", "H", "H", "H", "H", "H", "C", "C", "O", "H", "H", "H", "H", "H", "H", "C", "O", "H", "H", "H", "H", "C", "O", "H", "H", "H", "H", "C", "O", "H", "H", "H", "H", "C", "O", "H", "H", "H", "H", "C", "O", "H", "H", "H", "H", "C", "O", "H", "H", "H", "H", "C", "O", "H", "H", "H", "H", "C", "O", "H", "H", "H", "H"],
  "xyz": [[-6.6950, -2.1060, -20.3210], [-5.6080, -2.7580, -20.4890], [-4.6350, -2.0050, -20.9020], [-5.5310, -4.1730, -20.3100], [-7.4220, -2.7460, -19.9160], [-6.7710, -1.0780, -20.2410], [-3.6730, -2.3930, -20.9120], [-4.6330, -0.9590, -20.7850], [-2.5560, 1.8500, -24.3410], [-1.0660, 2.2340, -24.1840], [-0.1690, 1.2220, -24.5850], [-3.1600, 2.7150, -24.1980], [-2.8910, 1.1840, -23.5140], [-2.7510, 1.3830, -25.3210], [-0.8210, 2.5500, -23.1990], [-0.9110, 3.1320, -24.7800], [0.6360, 1.5520, -24.9970], [-9.7600, -1.2330, -23.7810], [-9.0980, -1.2940, -22.4210], [-7.7470, -1.5710, -22.6240], [-10.8400, -1.1710, -23.5700], [-9.6290, -2.1640, -24.3620], [-9.4110, -0.4110, -24.3920], [-9.5320, -2.0440, -21.8050], [-9.2100, -0.2810, -22.0580], [-7.3440, -1.8090, -21.7660], [-4.8640, -2.1090, -24.6460], [-4.1810, -1.5590, -23.5810], [-4.6600, -1.5030, -25.5310], [-5.9180, -2.2170, -24.4820], [-4.4170, -3.1250, -24.7980], [-4.4480, -1.9730, -22.7200], [-8.7650, 0.5300, -19.1390], [-7.7340, 0.5970, -20.0930], [-8.5850, 1.1180, -18.2290], [-9.0020, -0.5070, -18.9760], [-9.6600, 1.0270, -19.5910], [-7.4860, 1.5360, -20.3410], [-6.1120, 1.2420, -23.3610], [-7.3760, 1.5480, -22.9430], [-5.8700, 1.9330, -24.1470], [-6.1360, 0.3070, -23.7820], [-5.3330, 1.2370, -22.6080], [-7.6470, 0.7950, -22.4730], [-6.2290, 4.0390, -20.4390], [-6.3060, 2.9460, -19.6000], [-7.1760, 4.5550, -20.6130], [-5.8060, 3.6780, -21.3510], [-5.5180, 4.7810, -20.0900], [-6.3380, 3.3690, -18.7550], [-8.5270, 4.6930, -24.0330], [-7.4230, 4.4390, -23.2310], [-8.9130, 5.6280, -23.6640], [-9.2870, 3.9100, -23.8730], [-8.2510, 4.8180, -25.1080], [-7.2590, 3.4980, -23.1230], [-3.2690, 0.9420, -20.4030], [-4.6800, 0.7900, -20.4660], [-2.7430, 0.5640, -19.4760], [-3.0100, 1.9450, -20.5130], [-2.7860, 0.4530, -21.2930], [-5.0240, 1.6300, -20.2060], [-4.7400, 5.0210, -24.6620], [-3.4450, 5.3580, -25.0610], [-5.4800, 5.4080, -25.2950], [-4.8730, 5.4470, -23.6800], [-4.7080, 3.9600, -24.6360], [-3.2760, 6.2550, -24.7210], [-10.8080, 2.1180, -22.0330], [-11.6060, 3.2580, -22.2680], [-11.0460, 1.7430, -21.0380], [-9.7560, 2.3700, -22.1950], [-11.0830, 1.3630, -22.8200], [-11.0520, 4.0550, -22.1620]],
  "forces_ev_per_angstrom": [[-5.2, 0.1, 2.4], [2.1, -9.2, 1.0], [4.9, 1.8, -0.6], [-0.4, 7.6, -1.0], [0.7, 1.4, -0.4], [0.1, -0.6, 0.3], [-1.2, 0.1, 0.1], [-0.6, -1.5, -0.1], [1.0, -1.3, 0.9], [-0.6, 0.7, -1.3], [-0.1, -1.0, -0.1], [-0.3, 0.9, -0.2], [0.4, -0.1, -0.8], [0.1, 0.2, 0.5], [-0.1, 0.1, 1.3], [0.0, 0.1, -0.3], [-0.4, 0.3, 0.2], [-1.1, -1.3, 0.1], [0.4, 0.8, -2.0], [0.9, 0.1, -0.3], [0.2, 0.3, -0.5], [0.1, 0.3, 0.3], [0.0, 0.3, 0.1], [-0.7, -0.5, 0.8], [-0.3, 0.2, 1.0], [-0.2, -0.1, -0.7], [1.0, -1.7, -0.8], [0.4, 0.8, 2.0], [-0.1, 0.0, 0.0], [-0.7, 0.1, 0.1], [-0.6, 0.5, -0.5], [0.1, 0.5, -1.3], [-1.3, 1.8, -0.9], [1.1, 0.8, -0.7], [0.4, -0.6, 0.1], [0.0, -0.3, 0.4], [0.3, -0.6, 0.4], [-0.5, -1.5, 0.9], [1.7, 1.1, -0.7], [-1.2, 2.2, 0.5], [0.4, 0.5, -0.4], [0.3, -2.4, -1.1], [0.0, 0.2, 0.4], [-1.1, -1.6, 1.2], [0.4, 1.6, -1.5], [-0.1, -0.7, 0.8], [0.0, -0.3, -0.1], [-0.1, 0.0, -1.0], [0.2, 0.2, 0.3], [-0.2, -0.5, 1.3], [-0.4, -0.3, -0.5], [1.2, 0.1, 0.7], [-0.5, 0.5, -0.2], [0.1, 0.3, -0.5], [-0.4, -0.3, 0.6], [-0.3, -0.3, -0.2], [1.3, -1.9, -0.4], [1.1, -0.8, 0.1], [-1.0, 0.1, -0.7], [0.4, 1.9, 0.0], [-0.6, 0.1, 0.8], [-1.0, 0.8, 0.6], [1.1, 0.2, 1.2], [1.4, 1.4, -0.4], [-1.2, 0.4, -1.1], [-0.6, -0.3, 0.6], [-0.8, -0.9, 0.1], [0.1, -0.6, -0.5], [-0.3, -0.4, -1.2], [0.1, 1.2, -0.1], [0.4, -0.3, 0.0], [0.1, -0.3, 0.4], [0.3, 0.5, 0.9], [-0.5, -0.6, -0.1]],
  "mulliken_charge": [-0.2185, 0.4157, -0.1940, -0.7736, 0.2412, 0.1416, 0.3256, 0.4071, 0.1992, -0.5266, -0.5281, -0.2690, -0.1399, 0.3560, 0.2944, 0.3247, 0.2997, -1.4857, 0.3035, -0.4413, 0.4024, 0.3654, 0.2434, 0.4951, -0.2111, 0.4497, -0.6322, -0.3568, 0.2033, 0.2391, 0.2859, 0.3854, -0.6288, -0.3434, 0.2652, 0.3045, 0.0847, 0.1983, -0.5694, -0.1698, 0.1974, 0.6156, 0.1701, -0.0902, -0.4812, -0.4947, 0.2939, 0.0206, 0.4679, 0.2341, -0.6401, -0.3812, 0.3091, 0.1248, 0.2148, 0.2340, -0.9527, -0.7436, 0.2031, 0.4517, 0.2880, 0.2303, -0.0480, -0.5645, 0.2756, 0.2844, -0.2633, 0.3155, -0.0514, -0.5631, 0.2336, -0.1004, 0.1264, 0.3404]
}

=====

Entry 3:
{
  "formula": "C13H48N4O11",
  "method": "the ωB97M-V functional and the def2-TZVPD basis",
  "homo_energy_ev": -8.955,
  "homo_lumo_gap_ev": 8.950,
  "fmax_ev_per_a": 12.11,
  "smiles": "NC(N)=O.NC(N)=O.CCO.CCO.CO.CO.CO.CO.CO.CO.CO",
  "relative_energy_kcal_mol": 77.4,
  "species": ["N", "C", "N", "O", "H", "H", "H", "H", "N", "C", "N", "O", "H", "H", "H", "H", "C", "C", "O", "H", "H", "H", "H", "H", "H", "C", "C", "O", "H", "H", "H", "H", "H", "H", "C", "O", "H", "H", "H", "H", "C", "O", "H", "H", "H", "H", "C", "O", "H", "H", "H", "H", "C", "O", "H", "H", "H", "H", "C", "O", "H", "H", "H", "H", "C", "O", "H", "H", "H", "H", "C", "O", "H", "H", "H", "H"],
  "xyz": [[-3.4992, 4.0058, -0.2788], [-2.2989, 3.4414, -0.2761], [-2.3781, 2.2425, 0.0723], [-1.0584, 4.1354, -0.5367], [-3.5982, 4.9871, -0.5588], [-4.4405, 3.6088, -0.1057], [-1.4438, 1.7145, 0.2533], [-3.2741, 1.8034, 0.0908], [1.2205, -2.2113, -5.0069], [1.4054, -1.6451, -3.9325], [1.6906, -0.4148, -4.0905], [1.2599, -2.1809, -2.6600], [0.8594, -3.2186, -5.1849], [1.3557, -1.6597, -5.8948], [1.4949, 0.2261, -3.2670], [1.7211, 0.0002, -5.0229], [0.0803, 2.1998, -2.9069], [1.1175, 2.4049, -1.8341], [2.2725, 1.6878, -2.2460], [0.3708, 2.3284, -3.9084], [-0.7304, 2.9272, -2.7450], [-0.4935, 1.2088, -2.8499], [0.8872, 2.0919, -0.8328], [1.2890, 3.4501, -1.6774], [2.8869, 1.4566, -1.5153], [-4.7849, -2.4568, -0.5726], [-3.6597, -2.1136, 0.3792], [-2.4862, -2.3815, -0.3612], [-5.0534, -3.4749, -0.3991], [-4.5077, -2.2342, -1.6047], [-5.7180, -1.9040, -0.2685], [-3.7865, -2.7863, 1.2795], [-3.6382, -1.0202, 0.5922], [-2.5361, -3.2537, -0.7220], [-3.1155, 0.5834, 3.0865], [-2.7330, 1.8947, 2.9396], [-2.8447, -0.1124, 2.2530], [-4.2283, 0.6912, 3.1478], [-2.7269, 0.2470, 4.0308], [-2.7623, 2.2550, 2.0457], [-0.0821, -4.1883, 0.9574], [0.3419, -4.3320, -0.4250], [0.2645, -3.3088, 1.2953], [0.3900, -4.9161, 1.6164], [-1.1962, -4.2208, 1.0461], [-0.2120, -3.8749, -1.0327], [0.3423, -0.5367, -0.1620], [-0.7115, -0.4783, 0.7875], [0.6189, -1.5916, -0.4126], [1.2727, -0.0232, 0.2176], [0.0951, -0.1612, -1.1408], [-1.4631, -0.9879, 0.4749], [4.5400, 2.0149, 1.4187], [3.4622, 1.9519, 0.4433], [4.1744, 2.1670, 2.4836], [5.4042, 2.6861, 1.2289], [4.8995, 0.9567, 1.3646], [3.1963, 2.8538, 0.2944], [0.6227, 2.2912, 2.4728], [0.1781, 1.9003, 3.7357], [1.4858, 1.7985, 2.0804], [0.6307, 3.3823, 2.4445], [-0.1397, 1.8718, 1.7921], [-0.4370, 1.1844, 3.5877], [3.5393, -1.4640, -0.7675], [4.9196, -1.6476, -1.0142], [2.9841, -2.3947, -0.9957], [3.1009, -0.5444, -1.3071], [3.2886, -1.2158, 0.3853], [5.4236, -1.0150, -0.4524], [1.5546, -1.1156, 3.1395], [0.2270, -1.0063, 3.6413], [2.1418, -0.2280, 2.9776], [1.4484, -1.5090, 2.1618], [1.9742, -1.8054, 3.8738], [-0.3952, -1.0177, 2.8778]],
  "forces_ev_per_angstrom": [[-2.7, 3.6, -1.0], [6.0, 7.5, -2.0], [3.8, -6.7, 1.6], [-6.8, -3.6, 1.4], [0.6, -0.8, 0.2], [1.6, -0.3, 0.0], [-2.5, 0.7, -0.5], [0.0, -0.7, 0.1], [-2.1, -7.1, -9.6], [-0.9, -1.8, 11.5], [0.8, 6.3, 1.7], [0.2, 1.9, -5.8], [1.2, 2.6, 1.1], [-0.3, -1.2, 1.5], [1.1, -0.9, -1.5], [0.0, -0.1, 0.8], [-3.0, -0.9, 1.8], [0.6, -0.4, -0.2], [1.0, -0.3, 0.0], [1.0, 0.2, -1.2], [0.3, 0.0, 0.0], [1.1, 1.0, 0.0], [-1.0, -0.5, 0.3], [0.4, 0.9, -0.4], [-0.7, 0.5, -0.3], [-1.8, 1.4, 1.0], [-0.7, -0.4, -0.6], [1.1, 0.9, 0.8], [-0.1, -1.0, -0.5], [-0.2, -0.1, 0.2], [0.8, -0.3, -0.6], [0.5, 1.2, -0.5], [0.0, -0.9, 0.3], [0.0, -0.9, -0.3], [-2.2, -0.2, -0.9], [1.5, 1.9, 0.0], [0.1, 0.6, 0.7], [0.4, -1.3, 0.1], [0.2, -0.4, 0.3], [0.0, -0.5, 0.2], [-1.6, -2.3, -2.1], [0.7, -1.4, 1.8], [0.9, 3.5, 1.3], [-0.1, -0.5, -0.6], [0.9, -0.1, 0.1], [-0.6, 0.9, -0.5], [1.5, -1.4, -0.2], [0.0, 0.9, 0.6], [-0.1, 0.7, 0.5], [-1.2, -0.4, -0.1], [-0.4, 0.6, -0.2], [0.2, -0.5, -0.4], [-0.2, -2.0, 0.7], [1.1, 0.5, 0.7], [0.2, 0.1, -1.3], [-0.9, -0.2, -0.4], [0.1, 0.9, 0.4], [-0.5, 0.6, -0.2], [-2.1, -0.2, -0.8], [0.7, 0.1, 1.0], [1.3, 0.0, 0.3], [0.3, -0.1, -0.4], [0.1, 0.9, -0.4], [0.0, -0.3, 0.4], [-1.5, 1.5, 2.1], [0.5, 0.7, 0.8], [0.4, 0.8, -0.2], [0.6, -1.7, 0.4], [0.8, -0.7, -2.2], [-0.6, -0.7, -0.8], [-1.0, -1.0, 0.7], [-1.2, 0.8, -0.6], [0.0, 0.9, 0.7], [0.5, -1.1, -1.0], [0.9, 0.1, -0.6], [0.8, 0.1, 0.6]],
  "mulliken_charge": [-0.4090, 0.5590, -0.2757, -0.6350, 0.2691, 0.1685, -0.2462, 0.2880, -0.3594, 0.3538, -0.2922, -0.4893, 0.2925, 0.1456, 0.1093, 0.2237, -1.4054, 0.7186, -0.6781, 0.4189, 0.3038, 0.2598, -0.3409, 0.5154, 0.2773, -1.4223, 0.5620, -0.5375, 0.4057, 0.3282, 0.3709, 0.1961, -0.1768, 0.2648, -0.3982, -0.5420, -0.1406, 0.3185, 0.3158, 0.3836, 0.2960, -0.4955, -0.3889, 0.3642, 0.0678, 0.2609, 0.0994, 0.9043, -0.2192, -0.2756, 0.1364, -0.2262, -0.7392, -0.2977, 0.2677, 0.2905, 0.1966, 0.2180, 0.6319, -0.6049, -0.2405, 0.3921, -0.4014, 0.2215, 0.2658, -0.5892, 0.1584, -0.0704, -0.0367, 0.3220, 0.0872, -0.6029, 0.0350, -0.4130, 0.4317, 0.2531]
}